(1)
{"formula": "C6H6OS", "method": "the ωB97M-V functional and the def2-TZVPD basis", "species": ["C", "C", "C", "S", "C", "C", "C", "O", "H", "H", "H", "H", "H", "H"], "positions_angstrom": [[2.42319, 0.32436, -0.37610], [1.81400, 0.58029, 0.72884], [-0.02748, 0.23022, 0.78462], [-0.92887, 0.74317, 2.13929], [-2.43478, 0.16667, 1.45582], [-2.24640, -0.31395, 0.22785], [-0.88854, -0.24603, -0.15016], [-0.45287, -0.61699, -1.36843], [3.44846, 0.49552, -0.34668], [1.71602, 0.17932, -1.23030], [2.07659, 0.91986, 1.76720], [-3.33979, 0.29565, 1.91458], [-3.11183, -0.61850, -0.27404], [-1.03740, -0.62819, -2.09840]], "largest_force_ev_per_a": 7.01, "homo_energy_ev": -8.147, "smiles": "C=Cc1sccc1O", "total_charge": 0, "orbital_gap_ha": 0.32868}

=====

(2)
{"formula": "C6H18NO2", "method": "the ωB97M-V functional and the def2-TZVPD basis", "species": ["C", "C", "C", "C", "C", "C", "N", "H", "H", "H", "H", "H", "H", "H", "H", "H", "H", "H", "H", "H", "H", "H", "H", "O", "H", "H", "O"], "positions_angstrom": [[-1.47314, -0.79120, -1.34520], [-0.06862, -0.47653, -1.63888], [0.60409, 0.35383, -0.57585], [1.34717, 1.44159, -0.89968], [1.46430, 2.28678, -2.07984], [0.71229, -0.31919, 0.72001], [-2.18505, -0.53313, -0.04771], [-1.73871, -1.87089, -1.58189], [-2.14796, -0.17032, -2.13616], [0.35922, -1.52983, -1.69245], [-0.04773, 0.04354, -2.62671], [1.67732, 2.08412, 0.02971], [0.75690, 3.06635, -2.24628], [2.23211, 3.11944, -1.83570], [1.60188, 1.75931, -3.08218], [0.61664, 0.41197, 1.51724], [1.77561, -0.92657, 0.83733], [0.18007, -1.32319, 0.83495], [-2.33516, -1.39076, 0.50093], [-1.72000, 0.08945, 0.73633], [-3.06338, 0.07207, -0.18688], [-0.73977, -0.40816, 2.59058], [-2.05650, -0.19728, 3.22923], [-1.63599, -0.49123, 2.35931], [1.67095, -2.22545, 3.30867], [2.49496, -0.85212, 2.36320], [1.71848, -1.22262, 2.94791]], "largest_force_ev_per_a": 6.13, "homo_energy_ev": -12.128, "total_charge": 1, "orbital_gap_ha": 0.32825}

=====

(3)
{"formula": "C58H64BF2N2O2P2ReTe", "method": "the ωB97M-V functional and the def2-TZVPD basis", "species": ["Re", "C", "C", "C", "C", "C", "C", "C", "N", "C", "C", "C", "C", "C", "C", "O", "C", "C", "C", "C", "C", "C", "C", "C", "C", "O", "C", "C", "C", "C", "C", "C", "H", "H", "H", "H", "H", "H", "H", "H", "H", "H", "H", "H", "H", "H", "H", "H", "H", "H", "H", "H", "H", "H", "H", "H", "H", "H", "H", "H", "H", "H", "H", "H", "H", "H", "H", "H", "H", "H", "H", "H", "Te", "C", "C", "C", "N", "C", "C", "C", "P", "C", "C", "C", "C", "C", "C", "C", "C", "C", "C", "C", "C", "P", "C", "C", "C", "C", "C", "C", "C", "C", "C", "C", "C", "C", "H", "H", "H", "H", "H", "H", "H", "H", "H", "H", "H", "H", "H", "H", "H", "H", "H", "H", "H", "H", "H", "H", "H", "H", "F", "B", "F"], "positions_angstrom": [[1.08871, -0.69933, 0.61385], [-3.42353, 3.00383, 5.72273], [-3.56169, 2.34750, 4.34743], [-4.07205, 3.39685, 3.35036], [-4.59254, 1.21675, 4.46055], [-2.23318, 1.79528, 3.83442], [-2.22674, 0.96351, 2.73174], [-1.01224, 0.48148, 2.24241], [-0.83775, -0.31668, 1.11614], [-1.96392, -0.49345, 0.26151], [-2.62503, 0.60622, -0.27729], [-3.73550, 0.42186, -1.07928], [-4.16316, -0.88821, -1.30895], [-3.52979, -2.01943, -0.80629], [-2.38977, -1.78717, -0.02796], [-1.59783, -2.82842, 0.45119], [-4.06071, -3.41098, -1.15606], [-3.25623, -3.93837, -2.34991], [-5.54208, -3.34059, -1.55976], [-3.97035, -4.40809, 0.00826], [-4.48836, 1.57947, -1.72365], [-4.39961, 1.44230, -3.24784], [-3.90614, 2.93277, -1.31528], [-5.96275, 1.53775, -1.30018], [0.18036, 0.76446, 2.91218], [1.25552, 0.14902, 2.41430], [0.21978, 1.67174, 3.98829], [-1.00397, 2.15853, 4.41644], [1.54046, 2.06478, 4.63281], [1.34240, 3.06699, 5.77089], [2.43284, 2.73392, 3.57485], [2.23136, 0.82630, 5.22007], [-4.40890, 3.30638, 6.07745], [-2.80371, 3.90053, 5.69108], [-2.99940, 2.31955, 6.45827], [-5.01279, 3.82548, 3.69832], [-4.24604, 2.95120, 2.36912], [-3.35125, 4.20714, 3.23235], [-5.52156, 1.60498, 4.87956], [-4.23314, 0.41908, 5.11108], [-4.83239, 0.77932, 3.49179], [-3.14717, 0.67972, 2.24689], [-2.25338, 1.59238, -0.03954], [-5.04197, -1.02927, -1.91909], [-3.31762, -3.24840, -3.19292], [-3.64769, -4.90439, -2.67177], [-2.20604, -4.06399, -2.08821], [-5.69404, -2.84387, -2.51815], [-6.14645, -2.83013, -0.80857], [-5.92582, -4.35513, -1.66508], [-2.94790, -4.68269, 0.24721], [-4.49268, -5.32319, -0.27290], [-4.45222, -4.01665, 0.90615], [-3.36221, 1.39276, -3.58062], [-4.87469, 2.29474, -3.73446], [-4.89931, 0.53859, -3.59490], [-2.86675, 3.04261, -1.63415], [-3.94633, 3.08636, -0.23563], [-4.47780, 3.73257, -1.78618], [-6.46403, 0.63614, -1.64985], [-6.49504, 2.39268, -1.71974], [-6.06059, 1.57934, -0.21449], [-1.01678, 2.84379, 5.24847], [0.86959, 3.98816, 5.42890], [2.31619, 3.32984, 6.18442], [0.74334, 2.65247, 6.58210], [1.94527, 3.62111, 3.16710], [2.65742, 2.06252, 2.74853], [3.37494, 3.04967, 4.02658], [1.60101, 0.35555, 5.97571], [3.16559, 1.12123, 5.70185], [2.45410, 0.08248, 4.45914], [3.71487, -3.13118, -0.59744], [5.02804, -2.92496, -2.22615], [4.54949, -2.58200, -3.48474], [5.46077, -2.42394, -4.51788], [6.77005, -2.60091, -4.38253], [7.21381, -2.95153, -3.18333], [6.39379, -3.11669, -2.07303], [2.76781, -1.28791, -0.99178], [3.18451, 0.11058, -0.03136], [3.19400, 1.72461, -0.81989], [2.02722, 2.48239, -0.80469], [1.98481, 3.71032, -1.44527], [3.11236, 4.18626, -2.09721], [4.28491, 3.44060, -2.10197], [4.32970, 2.21441, -1.46280], [4.71141, -0.10742, 0.86115], [4.65353, 0.02312, 2.24684], [5.81463, -0.10216, 2.99531], [7.02024, -0.36100, 2.36042], [7.07217, -0.49996, 0.97856], [5.91979, -0.37716, 0.22361], [1.15319, -1.18498, -1.70483], [0.99026, 0.11803, -2.93292], [-0.24271, 0.74544, -3.09134], [-0.36416, 1.79519, -3.98953], [0.73787, 2.21852, -4.72074], [1.96406, 1.59032, -4.56410], [2.09321, 0.53917, -3.67063], [0.66643, -2.72276, -2.48307], [0.55244, -2.81368, -3.86841], [0.27913, -4.03913, -4.45617], [0.13319, -5.17177, -3.66742], [0.23606, -5.08201, -2.28612], [0.49114, -3.85819, -1.69225], [3.49150, -2.45304, -3.67366], [5.11452, -2.14983, -5.50835], [8.28361, -3.10068, -3.09287], [6.82837, -3.37600, -1.11701], [1.13828, 2.12342, -0.29108], [1.07389, 4.29281, -1.43002], [3.08356, 5.14507, -2.59633], [5.16804, 3.81618, -2.60047], [5.25218, 1.64679, -1.46359], [3.70902, 0.21211, 2.73918], [5.77245, -0.00431, 4.07140], [7.92509, -0.46201, 2.94402], [8.01530, -0.70998, 0.49221], [5.96314, -0.51204, -0.85057], [-1.10480, 0.42524, -2.51489], [-1.31787, 2.28905, -4.11241], [0.63882, 3.04378, -5.41307], [2.82244, 1.92315, -5.13242], [3.05621, 0.06151, -3.53342], [0.66929, -1.93569, -4.49065], [0.18520, -4.10953, -5.53101], [-0.07202, -6.12683, -4.13187], [0.10506, -5.96221, -1.67185], [0.54197, -3.78607, -0.61419], [-0.32040, -3.59772, 2.20353], [-1.38558, -2.91629, 1.79689], [-2.25357, -2.45775, 2.68043]], "largest_force_ev_per_a": 0.93, "spin_multiplicity": 4, "homo_energy_ev": [-9.745, -10.046], "total_charge": 1, "orbital_gap_ha": [0.25347, 0.20896]}

=====

In eV, the electronic energy values for the records above are, in order, -19198.79742 -12088.98042 -102372.06376.
In kJ/mol, the energy above the lowest of the compared OMol25 structures with the same formula, charge and spin values for the records above are, in order, 219.12 356.02 7.69.